[1]
The following is a quantum chemistry calculation of a molecular structure, C28H35AuFGeN3O4, from the OMol25 dataset.

Results
Kohn-Sham gap   7.4 eV
Lowest unoccupied orbital energy   -0.86 eV
2S+1   1
Relative energy (zero: lowest compared OMol25 entry of this formula, charge and spin)   0.0 kcal per mole
E   -3865.6594 a.u.

Each line ends with the Löwdin charge.
Geometry (Å):
Au (1.04, -0.07, -2.81)  1.04
C (2.22, 2.66, 4.09)  -0.02
C (3.00, 1.80, 3.11)  -0.31
C (3.86, 0.73, 3.78)  -0.13
C (2.99, -0.28, 4.50)  -0.13
C (1.92, -0.82, 3.58)  -0.13
C (1.33, -2.04, 3.83)  0.05
C (0.36, -2.53, 2.97)  -0.26
F (-0.20, -3.72, 3.25)  0.06
C (-0.04, -1.84, 1.85)  0.05
C (0.55, -0.61, 1.58)  -0.06
C (0.16, 0.10, 0.34)  -0.35
O (-0.68, -0.39, -0.42)  -0.02
C (0.81, 1.37, 0.13)  -0.06
C (1.70, 1.82, 1.06)  0.01
N (2.09, 1.15, 2.16)  0.00
C (1.52, -0.09, 2.45)  -0.10
C (0.55, 2.30, -1.03)  -0.63
O (0.67, 3.50, -0.84)  0.04
O (0.18, 1.78, -2.15)  -0.21
H (2.90, 3.12, 4.81)  0.09
H (1.49, 2.06, 4.64)  0.08
H (1.68, 3.44, 3.57)  0.09
H (3.65, 2.44, 2.51)  0.15
H (4.56, 1.21, 4.47)  0.12
H (4.46, 0.23, 3.01)  0.12
H (2.53, 0.18, 5.38)  0.12
H (3.60, -1.11, 4.87)  0.12
H (1.62, -2.63, 4.68)  0.13
H (-0.79, -2.23, 1.17)  0.13
H (2.14, 2.80, 0.92)  0.15
C (1.49, -3.19, -0.84)  -0.21
Ge (3.12, -2.23, -1.31)  0.72
C (4.55, -3.47, -1.82)  -0.23
C (3.73, -1.07, 0.14)  -0.20
C (2.67, -1.01, -2.79)  -0.35
H (1.62, -3.76, 0.08)  0.02
H (1.22, -3.89, -1.64)  0.02
H (0.67, -2.49, -0.72)  -0.01
H (4.79, -4.12, -0.98)  0.02
H (5.45, -2.92, -2.09)  0.02
H (4.25, -4.09, -2.66)  0.02
H (3.84, -1.67, 1.05)  0.03
H (3.01, -0.28, 0.32)  -0.01
H (4.69, -0.63, -0.10)  0.03
H (3.44, -0.84, -3.55)  -0.04
C (-2.83, 1.99, 0.13)  -0.05
C (-3.62, 0.78, -0.36)  -0.20
N (-4.57, 1.11, -1.41)  -0.05
C (-5.72, 1.94, -1.04)  -0.20
C (-5.64, 3.35, -1.62)  -0.07
C (-4.59, 0.60, -2.66)  -0.41
O (-5.53, 0.76, -3.43)  0.06
C (-3.41, -0.20, -3.15)  -0.09
C (-3.64, -1.35, -3.87)  0.01
C (-2.57, -2.06, -4.39)  -0.04
C (-1.29, -1.57, -4.17)  -0.13
N (-1.06, -0.44, -3.49)  -0.05
C (-2.10, 0.23, -2.99)  -0.07
H (-2.13, 1.69, 0.91)  0.08
H (-3.49, 2.76, 0.54)  0.07
H (-2.25, 2.44, -0.68)  0.08
H (-4.18, 0.35, 0.47)  0.12
H (-2.93, 0.01, -0.70)  0.09
H (-5.74, 1.98, 0.05)  0.11
H (-6.62, 1.45, -1.38)  0.12
H (-4.74, 3.86, -1.29)  0.07
H (-6.51, 3.93, -1.30)  0.07
H (-5.64, 3.30, -2.71)  0.07
H (-4.66, -1.68, -4.03)  0.13
H (-2.71, -2.97, -4.95)  0.11
H (-0.42, -2.08, -4.55)  0.10
H (-1.84, 1.14, -2.46)  0.10


[2]
The following is a quantum chemistry calculation of a molecular structure, C28H35BBrF9IN8OS3Ti at a distorted geometry, from the OMol25 dataset.

Results
Kohn-Sham gap (alpha / beta)   7.3 / 7.4 eV
Lowest unoccupied orbital energy (alpha / beta)   0.09 / 0.11 eV
2S+1   2
Relative energy (zero: lowest compared OMol25 entry of this formula, charge and spin)   61.7 kcal per mole
<S²>   0.75
E   -7440.9384 a.u.

Each line ends with the Löwdin charge.
Geometry (Å):
Ti (-0.44, -0.14, 0.66)  0.66
C (0.25, 3.22, -6.58)  -0.06
C (0.32, 1.74, -6.17)  -0.56
C (1.55, 1.12, -6.83)  -0.05
C (-0.95, 1.03, -6.65)  -0.04
C (0.40, 1.57, -4.66)  -0.16
C (0.62, 0.31, -4.12)  -0.07
C (0.57, 0.17, -2.76)  -0.48
Br (0.97, -1.54, -1.96)  0.91
C (0.29, 1.19, -1.84)  -0.32
O (0.08, 0.86, -0.59)  -0.37
C (0.27, 2.50, -2.39)  -0.06
C (0.28, 2.62, -3.77)  0.03
C (0.29, 3.79, -1.57)  -0.52
C (0.46, 3.55, -0.08)  -0.09
C (1.48, 4.64, -2.06)  -0.04
C (-1.03, 4.55, -1.77)  -0.03
H (0.20, 3.29, -7.66)  0.08
H (1.13, 3.75, -6.24)  0.09
H (-0.64, 3.70, -6.17)  0.09
H (1.52, 1.29, -7.90)  0.08
H (1.61, 0.05, -6.66)  0.07
H (2.46, 1.58, -6.43)  0.09
H (-1.05, 1.13, -7.73)  0.08
H (-1.83, 1.46, -6.18)  0.09
H (-0.91, -0.03, -6.41)  0.08
H (0.82, -0.55, -4.74)  0.11
H (0.19, 3.62, -4.17)  0.09
H (1.34, 2.93, 0.14)  0.08
H (-0.42, 3.06, 0.33)  0.00
H (0.59, 4.50, 0.44)  0.09
H (2.40, 4.07, -2.01)  0.09
H (1.58, 5.52, -1.43)  0.08
H (1.35, 4.98, -3.08)  0.07
H (-1.87, 3.93, -1.47)  0.08
H (-1.17, 4.84, -2.81)  0.08
H (-1.02, 5.46, -1.17)  0.09
C (3.73, -4.93, 1.14)  0.00
C (3.78, -3.47, 0.98)  -0.33
N (4.84, -2.76, 0.73)  0.11
N (4.43, -1.48, 0.70)  0.03
C (3.11, -1.37, 0.94)  -0.72
S (2.20, 0.03, 1.05)  0.70
N (2.69, -2.65, 1.11)  -0.08
N (1.37, -2.99, 1.34)  0.09
H (4.73, -5.33, 1.00)  0.09
H (3.06, -5.38, 0.41)  0.09
H (3.39, -5.19, 2.15)  0.08
H (5.08, -0.72, 0.55)  0.16
H (1.34, -3.96, 1.66)  0.10
H (1.01, -2.38, 2.11)  -0.05
F (0.97, -4.34, 8.58)  0.11
C (0.77, -3.66, 7.44)  -0.14
C (1.45, -4.00, 6.28)  -0.15
F (2.29, -5.05, 6.26)  0.11
C (1.26, -3.26, 5.12)  -0.22
F (1.96, -3.63, 4.02)  0.05
C (0.39, -2.16, 5.06)  -0.53
S (0.26, -1.14, 3.70)  0.68
C (-0.32, -1.88, 6.24)  -0.23
F (-1.23, -0.88, 6.22)  0.06
C (-0.11, -2.58, 7.41)  -0.15
F (-0.78, -2.24, 8.52)  0.11
I (-3.72, -4.89, 2.76)  0.86
C (-2.51, -3.70, 1.54)  -0.72
C (-2.15, -3.94, 0.24)  -0.10
N (-1.34, -2.92, -0.12)  0.00
N (-1.17, -2.04, 0.88)  -0.13
C (-1.89, -2.50, 1.90)  -0.21
H (-2.41, -4.74, -0.43)  0.12
H (-0.93, -2.77, -1.03)  0.06
H (-1.94, -2.01, 2.85)  0.06
C (-3.70, 0.70, 4.24)  -0.05
N (-2.34, 0.80, 3.79)  -0.04
C (-1.91, 1.66, 2.88)  -0.80
N (-2.70, 2.63, 2.41)  0.16
S (-0.27, 1.60, 2.41)  0.69
H (-3.74, -0.02, 5.05)  0.09
H (-4.36, 0.37, 3.44)  0.10
H (-4.04, 1.67, 4.62)  0.09
H (-1.63, 0.13, 4.12)  0.02
H (-3.69, 2.63, 2.57)  0.11
H (-2.35, 3.18, 1.64)  0.10
F (-2.15, -0.51, -1.16)  0.11
B (-2.98, 0.38, -0.44)  -1.30
F (-4.26, 0.30, -0.81)  0.22
F (-2.44, 1.65, -0.52)  0.16
F (-2.81, -0.01, 0.94)  0.05


[3]
The following is a quantum chemistry calculation of a molecular structure, C28H35BeN5P2S at a distorted geometry, from the OMol25 dataset.

Results
Kohn-Sham gap (alpha / beta)   6.2 / 5.9 eV
Lowest unoccupied orbital energy (alpha / beta)   0.06 / -0.40 eV
2S+1   1
Relative energy (zero: lowest compared OMol25 entry of this formula, charge and spin)   173.3 kcal per mole
E   -2457.0339 a.u.

Each line ends with the Löwdin charge.
Geometry (Å):
Be (-0.57, 1.91, -1.03)  0.21
C (-1.67, 1.61, -2.31)  -0.26
C (-1.27, 0.28, -2.19)  -0.14
C (-0.36, -0.38, -3.19)  -0.18
C (0.98, 0.39, -3.24)  -0.16
C (1.24, 1.23, -2.04)  -0.08
C (0.83, 2.55, -1.78)  -0.24
C (0.06, 3.35, -2.83)  -0.15
C (-1.09, 2.51, -3.38)  -0.17
C (0.25, 3.19, 0.78)  -0.12
H (-2.71, 1.81, -2.05)  0.10
H (-1.91, -0.44, -1.64)  0.10
H (-0.80, -0.45, -4.20)  0.12
H (-0.16, -1.43, -2.91)  0.10
H (1.81, -0.33, -3.37)  0.12
H (1.02, 1.02, -4.13)  0.11
H (2.10, 0.85, -1.47)  0.08
H (1.61, 3.12, -1.26)  0.10
H (0.70, 3.76, -3.62)  0.13
H (-0.39, 4.21, -2.31)  0.12
H (-1.91, 3.14, -3.73)  0.12
H (-0.80, 1.94, -4.26)  0.10
H (-0.42, 3.24, 1.66)  -0.02
H (0.37, 4.22, 0.36)  -0.01
H (1.24, 2.89, 1.18)  -0.05
P (1.61, -0.60, 0.81)  0.96
P (-1.86, -1.54, 1.76)  1.08
N (3.29, 0.34, 0.23)  -0.19
N (2.46, -1.70, 1.71)  -0.24
N (-2.44, 0.04, 0.95)  -0.19
N (-3.40, -2.34, 1.79)  -0.28
C (0.39, -1.53, -0.20)  -0.30
C (-0.95, -2.21, 0.31)  -0.35
C (3.56, 1.72, 0.21)  -0.17
C (4.83, 1.93, -0.30)  -0.10
C (5.38, 0.65, -0.62)  -0.11
C (4.41, -0.30, -0.30)  -0.17
C (3.39, -1.26, 2.67)  -0.12
C (4.15, -2.35, 3.04)  -0.07
C (3.66, -3.49, 2.31)  -0.08
C (2.63, -3.06, 1.49)  -0.12
C (-1.67, 1.23, 0.91)  -0.20
C (-2.50, 2.25, 0.36)  -0.13
C (-3.77, 1.68, 0.09)  -0.09
C (-3.69, 0.33, 0.43)  -0.12
C (-4.31, -2.80, 0.82)  -0.16
C (-5.42, -3.38, 1.44)  -0.08
C (-5.20, -3.28, 2.87)  -0.09
C (-3.97, -2.65, 3.05)  -0.14
H (0.96, -2.32, -0.72)  0.09
H (0.16, -0.82, -1.01)  0.01
H (-1.65, -2.26, -0.55)  0.07
H (-0.71, -3.26, 0.59)  0.08
H (2.84, 2.44, 0.58)  0.07
H (5.31, 2.89, -0.44)  0.09
H (6.36, 0.45, -1.02)  0.08
H (4.46, -1.39, -0.36)  0.10
H (3.39, -0.23, 3.00)  0.12
H (4.97, -2.32, 3.73)  0.10
H (4.01, -4.50, 2.40)  0.09
H (1.97, -3.57, 0.81)  0.10
H (-0.92, 1.35, 1.68)  0.05
H (-2.20, 3.31, 0.30)  0.11
H (-4.65, 2.19, -0.29)  0.10
H (-4.48, -0.41, 0.38)  0.09
H (-4.13, -2.67, -0.24)  0.10
H (-6.29, -3.83, 0.97)  0.10
H (-5.87, -3.62, 3.66)  0.10
H (-3.44, -2.37, 3.94)  0.09
S (-0.14, -0.80, 4.50)  0.76
C (0.42, -0.25, 3.15)  -0.87
N (0.89, 0.15, 2.08)  -0.08


Which formula does entry 1 have?
C28H35AuFGeN3O4